Entry 1:
DFT (ωB97M-V with the def2-TZVPD basis set) results for a cluster of 2 separate species, C3H10NO3S in total.

As for the total charge: +1. Its multiplicity is 1. As for the orbital gap: 9.6524 eV. As for the HOMO energy: -12.97 eV. Its lowest unoccupied orbital energy is -3.32 eV. Its strongest force on any atom is 6.99 eV Å⁻¹. The calculation puts the energy relative to the best compared isomer or geometry (same formula, charge and spin) at 39.2 kcal/mol.

Element x y z (Å)
S (-1.921147, -0.281147, 2.612855)
O (-0.076974, 2.773557, -0.147507)
O (0.607618, 1.115780, -1.618180)
O (1.617902, -2.246623, -2.169191)
N (0.727422, -0.741507, 0.303436)
C (0.116829, 1.566316, -0.620221)
C (-0.074304, 0.463008, 0.614623)
C (-1.561492, 0.133149, 0.854002)
H (0.932827, -0.877733, -0.722495)
H (-1.897875, -0.780439, 0.188422)
H (1.617944, -0.750163, 0.867126)
H (2.560069, -2.122821, -2.453244)
H (1.376454, -3.050175, -2.416052)
H (0.466507, 0.853303, 1.536445)
H (-0.122039, 3.567852, -0.893509)
H (0.322008, -1.661853, 0.566876)
H (-2.551352, 0.906383, 2.889604)
H (-2.140390, 1.133116, 0.607015)

Cartesian forces (eV/Å) of the 3 atoms listed first:
-0.4 0.7 -0.3
-0.9 2.9 -2.8
-0.7 1.1 -0.4



Entry 2:
DFT (ωB97M-V with the def2-TZVPD basis set) results for a structure of composition C12H27CuN5O8.

Its multiplicity is 2. As for the orbital gap (spin up / spin down): 7.5416 / 7.2803 eV. As for the HOMO energy (spin up / spin down): -7.19 / -7.05 eV. Its lowest unoccupied orbital energy (spin up / spin down) is 0.36 / 0.23 eV. Its strongest force on any atom is 2.73 eV Å⁻¹. The calculation puts the energy relative to the best compared isomer or geometry (same formula, charge and spin) at 10.1 kcal/mol.

Element x y z (Å)
Cu (0.693834, 0.208292, 0.287121)
O (-1.213612, 0.627219, -0.750875)
O (3.620239, 0.276206, 2.725554)
O (2.720547, 0.591050, 0.726603)
O (1.610088, -1.531442, -0.932472)
O (1.482479, -0.278723, 2.292697)
O (-0.714587, -1.483983, 0.886970)
O (1.260885, 1.494804, -1.474482)
O (-0.283226, 1.818968, 1.412551)
N (3.296515, 2.346588, -1.243642)
N (-3.317351, 0.395256, -1.499949)
N (-0.547172, 1.316794, 3.557524)
N (-0.605343, -1.995320, 3.058358)
N (1.071781, -3.525819, -1.815001)
C (-2.043384, 0.838351, -1.603636)
C (0.379038, -3.128119, -3.009462)
C (2.646850, 0.175276, 1.949307)
C (2.101633, 2.315502, -1.832824)
C (-0.917316, 1.974968, 2.429089)
C (-1.677375, 1.641060, -2.846748)
C (-2.810553, -1.897957, 2.001632)
C (1.678939, -2.759415, -0.888681)
C (2.413205, -3.441055, 0.242030)
C (-1.286741, -1.753965, 1.930364)
C (-2.199483, 2.793224, 2.492855)
C (1.729571, 3.486025, -2.739586)
H (-2.537522, 1.732431, -3.513950)
H (-0.927558, 1.099372, -3.417568)
H (2.586875, 4.074037, -3.076509)
H (2.139992, -2.856222, 1.116573)
H (-1.050533, -2.217924, 3.927863)
H (-1.316497, 2.592010, -2.470986)
H (-0.654592, -3.481169, -2.926989)
H (-3.192184, -2.919721, 2.000514)
H (0.810226, -3.538022, -3.921588)
H (2.077989, -4.483051, 0.244725)
H (-1.842062, 3.800055, 2.729067)
H (-4.028991, 0.675128, -2.146665)
H (0.989279, 4.170174, -2.328464)
H (4.003078, 2.968732, -1.590704)
H (0.297531, 0.753430, 3.446803)
H (0.238859, -2.062810, -3.178277)
H (3.485939, -3.489053, 0.074420)
H (1.162071, -4.517403, -1.663563)
H (3.439743, 1.750119, -0.424400)
H (-2.869311, 2.452812, 3.276348)
H (-2.656041, 2.794768, 1.508858)
H (-3.586242, -0.030908, -0.630461)
H (1.267729, 3.151667, -3.673834)
H (-3.189695, -1.543535, 1.039351)
H (-3.286454, -1.282769, 2.763087)
H (0.389716, -1.782310, 3.039071)
H (-0.840807, 1.686374, 4.441978)

Cartesian forces (eV/Å) of the 3 atoms listed first:
2.3 0.1 0.6
-0.3 -0.4 0.4
-1.0 -0.4 -0.6



Entry 3:
DFT (ωB97M-V with the def2-TZVPD basis set) results for a structure of composition C64H61BaN5P3.

As for the total charge: +1. Its multiplicity is 1. As for the orbital gap: 6.1992 eV. As for the HOMO energy: -8.23 eV. Its lowest unoccupied orbital energy is -2.03 eV. Its strongest force on any atom is 0.64 eV Å⁻¹. The calculation puts the energy relative to the best compared isomer or geometry (same formula, charge and spin) at 46.7 kcal/mol.

Element x y z (Å)
Ba (-0.517466, -1.022296, -0.291637)
P (-0.125846, 3.068299, -1.709585)
P (0.114950, -2.349306, 3.071827)
P (2.526815, 2.184422, -0.237644)
N (1.153920, 3.238225, -0.554602)
N (-2.887951, 0.307501, 1.145335)
N (-0.780852, -1.400694, -3.209811)
N (-2.072737, -3.393118, -1.434093)
N (-3.423800, -0.736342, -2.054061)
C (0.882098, 3.790122, -4.219414)
C (4.394795, 1.802429, -2.318677)
C (-0.036096, -4.306600, 6.734215)
C (3.833717, 4.630730, -0.708126)
C (5.686885, 5.458037, 0.587459)
C (-0.702791, -0.290627, 5.337172)
C (-1.902575, -1.542296, -3.918597)
C (-1.428119, 4.056761, -0.888450)
C (-1.391690, -4.483947, -1.787714)
C (3.068921, 1.645012, -1.909503)
C (-3.016492, 0.012549, 2.448318)
C (-3.617059, 5.370049, 0.259484)
C (4.693842, 3.336592, 1.127458)
C (-0.786073, -2.954115, -5.503192)
C (-1.658101, 3.989526, 0.484573)
C (-3.410005, 5.426399, -1.114759)
C (0.148490, -3.952008, 2.199407)
C (0.017615, -6.422830, 0.904968)
C (1.715859, 5.967493, -4.805319)
C (0.836728, -4.108038, 0.962199)
C (2.871866, 0.568950, 3.457984)
C (-0.417163, -3.298177, 7.606103)
C (-3.619620, 1.474204, -0.869661)
C (-0.709891, -4.965256, 2.647696)
C (-3.124832, -0.755821, -3.489401)
C (0.793682, -5.403361, 0.390515)
C (-0.787672, -6.195176, 2.017306)
C (-2.738367, 4.652051, 1.057038)
C (3.140279, -3.732838, 3.693419)
C (0.378939, -2.809628, -4.766287)
C (-1.939256, -2.317696, -5.069748)
C (-3.309540, -3.232166, -1.924898)
C (1.792262, -1.596278, 3.227359)
C (0.686933, 5.606851, -2.658553)
C (0.321254, -2.032343, -3.624924)
C (-3.988561, 0.564209, 3.259342)
C (-3.205871, -5.318531, -3.084926)
C (1.505802, 4.637064, -5.131448)
C (2.994485, -2.237242, 3.575539)
C (4.058006, -0.057982, 3.794917)
C (4.780505, 5.609650, -0.460672)
C (-3.749322, 1.175412, 0.595907)
C (4.111091, -1.444583, 3.832693)
C (-4.884220, 1.456522, 2.689479)
C (1.295616, 6.454430, -3.569847)
C (0.480727, 4.262319, -2.974452)
C (-1.918507, -5.475061, -2.604716)
C (-0.637117, -2.024172, 7.113210)
C (-3.909255, -4.170866, -2.747099)
C (-2.326458, 4.773511, -1.683956)
C (2.640894, 0.393473, -3.943046)
C (-4.034340, -1.978266, -1.535610)
C (4.832070, 1.271874, -3.525086)
C (-4.304784, 0.403934, -1.731167)
C (3.780937, 3.484461, 0.088494)
C (0.105578, -4.032711, 5.383257)
C (1.493170, -3.009583, 0.267004)
C (3.955755, 0.576273, -4.346993)
C (1.763988, -0.204164, 3.156495)
C (2.212665, 0.907024, -2.725742)
C (-0.131175, -2.756150, 4.865840)
C (-0.496356, -1.726521, 5.757626)
C (5.644916, 4.322378, 1.377839)
C (-4.765327, 1.759252, 1.345051)
H (6.349771, 4.197788, 2.191869)
H (2.491840, -4.267102, 3.000855)
H (-1.434741, -6.972072, 2.406153)
H (1.179904, 0.771513, -2.425520)
H (2.892257, -4.060310, 4.705978)
H (2.045051, -3.341669, -0.619236)
H (-4.087258, 5.992690, -1.743869)
H (-4.458375, 5.886912, 0.705062)
H (0.712431, 2.752407, -4.481380)
H (0.839027, 3.620437, 0.328609)
H (4.295917, 0.176513, -5.294630)
H (-5.187368, 0.039246, -1.202819)
H (-5.445645, 2.456918, 0.871417)
H (-4.913226, -4.006772, -3.121056)
H (-0.538302, -3.501075, 8.663728)
H (0.383265, 5.988947, -1.690377)
H (3.124575, 4.753934, -1.520142)
H (-2.163631, 4.834474, -2.755071)
H (1.208441, -1.905535, -3.005519)
H (5.864295, 1.409842, -3.827599)
H (-5.080009, -2.067817, -1.856058)
H (2.799105, 1.647016, 3.430026)
H (-1.004902, 3.409459, 1.130809)
H (-2.566022, 1.519903, -1.150897)
H (-2.867618, -2.426139, -5.618341)
H (-1.327850, -4.788897, 3.520521)
H (2.131827, -2.382636, 0.889500)
H (5.090274, 2.351949, -1.696735)
H (-2.309665, -0.709136, 2.842159)
H (-0.922409, -1.226620, 7.793170)
H (1.944102, -0.144071, -4.577421)
H (1.827606, 4.252843, -6.092476)
H (-2.891244, 4.604417, 2.128961)
H (1.398321, -5.585006, -0.493917)
H (1.448942, 7.497308, -3.316032)
H (-5.663316, 1.913296, 3.287348)
H (2.205208, 6.628780, -5.511083)
H (-4.029875, -1.902520, -0.445018)
H (-4.667142, 0.864318, -2.651330)
H (6.423706, 6.227856, 0.781334)
H (-3.987206, -1.095722, -4.078539)
H (-1.328919, -6.350935, -2.844739)
H (4.171053, -4.025854, 3.492515)
H (-1.035388, -0.211529, 4.305567)
H (1.304099, -3.286991, -5.060871)
H (-4.042325, 0.296979, 4.306304)
H (-4.059183, 2.452202, -1.072492)
H (0.414904, -4.833646, 4.726811)
H (-2.925824, 0.277926, -3.780060)
H (0.027237, -7.398995, 0.431259)
H (-0.390609, -4.568694, -1.387482)
H (5.045021, -1.935584, 4.087445)
H (-3.660453, -6.074148, -3.715714)
H (-0.799826, -3.563181, -6.400047)
H (-1.441687, 0.193284, 5.979387)
H (4.681041, 2.441040, 1.733496)
H (4.815718, 6.492530, -1.088443)
H (4.942171, 0.524122, 4.029270)
H (0.152448, -5.308907, 7.101373)
H (0.230425, 0.272617, 5.420093)
H (0.829266, 0.290904, 2.904785)

Cartesian forces (eV/Å) of the 3 atoms listed first:
-0.4 -0.3 -0.2
0.6 0.3 -0.1
0.1 0.0 -0.1